The following is a quantum chemistry calculation of the ion C5H7N2S with charge +1 in a non-equilibrium geometry, from the Open Molecules 2025 dataset.

F_max: 0.093 hartree/bohr
HOMO: -0.5296 Ha
relative energy (zero: lowest compared OMol25 entry of this formula, charge and spin): 3.2457 eV
gap between HOMO and LUMO: 8.166 eV
charge: +1
total energy: -702.05298 hartree

Positions of all 15 atoms, in Å:
1 C 1.266 0.824 2.461
2 C 0.347 -0.884 0.458
3 C 0.587 1.463 0.201
4 C -1.550 0.305 -0.102
5 C 1.680 1.524 1.296
6 N 1.014 -0.032 3.168
7 N -0.194 0.227 0.330
8 S 0.200 2.507 -0.993
9 H -0.339 -1.725 0.153
10 H 1.326 -1.057 0.594
11 H -1.731 -0.305 -0.954
12 H -1.947 1.252 -0.130
13 H -2.216 -0.288 0.524
14 H 1.894 2.610 1.533
15 H 2.658 1.025 1.010

Löwdin atomic charge list, values in e, 4 entries: atom 1 (C): -0.248, atom 2 (C): 0.189, atom 3 (C): -0.646, atom 4 (C): -0.042